The following is a DFT calculation (the ωB97M-V functional and the def2-TZVPD basis) of a structure of composition C29H54MnN3OP2 at a distorted geometry.

Calculated values
- expectation value of S² = 8.85
- total energy (eV) = -87355.4164

```
! wB97M-V def2-TZVPD RIJCOSX def2/J DEFGRID3
* xyz 1 6
C -2.2405 0.3123 -2.0907
C -0.2521 -0.2152 -3.2104
C -2.8887 0.3308 -3.3114
C -0.7912 0.1745 -4.4572
C -2.1693 0.3296 -4.5180
H -3.9607 0.4181 -3.3017
H -0.1380 0.1395 -5.3380
H -2.6687 0.3702 -5.4699
N -0.9311 0.0352 -2.0166
P -1.9488 1.2381 0.5468
P 1.6132 -1.3200 -1.5106
C -3.0147 0.5875 -0.8226
H -3.8288 1.2943 -1.0247
H -3.5314 -0.3196 -0.4789
C 0.7125 0.2809 1.5453
O 1.1094 0.5228 2.5942
C 0.9943 -0.8792 -3.1558
H 1.7526 -0.5386 -3.8955
C 3.5324 -1.0261 -0.9741
C 1.3521 -3.1236 -2.1279
C -1.9180 3.1181 0.1860
C -2.9987 0.9369 2.1253
C 3.6844 -0.1117 0.2536
H 3.2392 -0.5368 1.1589
H 4.7582 0.0282 0.4572
H 3.2486 0.8759 0.0815
C 4.1991 -2.3537 -0.6185
H 3.7047 -2.8346 0.2351
H 4.2385 -3.0548 -1.4563
H 5.2398 -2.1565 -0.3162
C 4.2077 -0.3429 -2.1515
H 5.2724 -0.1800 -1.9267
H 4.1458 -0.9209 -3.0805
H 3.7643 0.6455 -2.3066
C 1.5672 -4.1168 -0.9829
H 1.4453 -3.6791 0.0217
H 0.8265 -4.9221 -1.0918
H 2.5628 -4.5711 -1.0435
C -0.1030 -3.2460 -2.6443
H -0.8277 -2.8911 -1.8962
H -0.2675 -2.6724 -3.5634
H -0.3170 -4.2861 -2.9256
C 2.3363 -3.3201 -3.3049
H 2.5653 -2.3945 -3.8517
H 3.3019 -3.7549 -3.0143
H 1.8497 -3.9596 -4.0548
C -2.3135 1.6813 3.2859
H -2.8257 1.4160 4.2250
H -1.2581 1.3858 3.3888
H -2.3624 2.7736 3.1869
C -3.0141 -0.5644 2.4609
H -3.4117 -1.1765 1.6379
H -2.0249 -0.9362 2.7663
H -3.6832 -0.7208 3.3226
C -4.4624 1.3829 1.9765
H -4.9131 1.0381 1.0377
H -5.0463 0.9407 2.7984
H -4.5951 2.4653 2.0542
C -1.7256 3.3083 -1.3299
H -2.6320 3.0485 -1.8969
H -1.4939 4.3676 -1.5357
H -0.8916 2.7025 -1.7116
C -0.6942 3.7048 0.9345
H 0.2554 3.3645 0.5016
H -0.7320 4.8036 0.8446
H -0.6991 3.4451 2.0038
C -3.1668 3.8801 0.6078
H -4.0757 3.4675 0.1655
H -3.2686 3.9454 1.6919
H -3.0654 4.9091 0.2408
Mn 0.1392 0.1042 -0.1454
N 1.1314 1.6221 -0.7597
C 1.6411 2.5832 -1.2400
C 2.3326 3.1330 -2.5645
C 2.6239 2.2528 -3.8400
C 1.2271 4.0652 -3.0847
C 3.6493 3.7097 -2.0879
H 3.4143 1.4904 -3.8047
H 1.7580 1.7998 -4.3609
H 3.0254 2.9346 -4.6079
H 0.7196 4.6226 -2.2924
H 1.5143 4.7864 -3.8513
H 0.4443 3.4462 -3.5534
H 4.4242 3.8480 -2.8300
H 3.4711 4.6423 -1.5865
H 4.1233 3.0674 -1.3505
N -0.7668 -1.8052 0.4718
H -1.6963 -1.9419 0.0723
H -0.8867 -1.8666 1.4821
H -0.2018 -2.6133 0.1946
*
```

These are the Löwdin partial charges, in e, on atoms 1 to 5: -0.333, -0.336, -0.010, 0.002, -0.010


The following is a DFT calculation (the ωB97M-V functional and the def2-TZVPD basis) of a cluster of 5 separate species, C29H55BFNO18 in total at a distorted geometry.

Calculated values
- total energy (eV) = -72707.2757

```
! wB97M-V def2-TZVPD RIJCOSX def2/J DEFGRID3
* xyz -2 1
C 2.1977 -4.0868 0.1634
C 1.0135 -3.7121 -0.7563
N 0.7841 -2.2823 -0.8989
B 0.8294 -1.7032 -2.3224
C -0.1580 -0.3388 -2.3412
C 0.6238 0.9662 -2.3459
C 1.1287 1.3264 -0.9655
C 1.7880 2.6863 -0.9601
O 2.9368 2.7439 -1.8221
C 4.0394 3.2340 -1.2283
C 4.5979 2.4646 -0.0644
O 4.5922 4.2405 -1.6471
O 0.3682 -2.5704 -3.4543
C 1.4822 -3.0702 -4.1253
C 2.7479 -2.3249 -3.6123
C 3.7066 -3.2646 -2.7499
O 4.4063 -2.6892 -1.8867
O 3.7402 -4.4918 -3.0839
C 3.6860 -1.6922 -4.6625
C 3.1988 -1.7533 -6.0881
F 4.0000 -0.3696 -4.3760
O 2.2075 -1.3707 -2.7221
H 2.8682 -3.2485 0.2719
H 1.8385 -4.4624 1.1225
H 2.7463 -4.9032 -0.2934
H 0.1234 -4.1508 -0.2922
H 1.1534 -4.2373 -1.6965
H -0.0667 -2.0449 -0.4180
H -0.7388 -0.3671 -3.2606
H -0.8899 -0.3280 -1.5236
H 1.4301 0.9683 -3.0660
H -0.0522 1.7839 -2.6404
H 0.2640 1.4335 -0.3158
H 1.8185 0.5701 -0.6058
H 2.0225 3.0154 0.0509
H 1.0657 3.3912 -1.3629
H 4.9557 3.1799 0.6618
H 3.8580 1.8024 0.3592
H 5.4493 1.8966 -0.4060
H 1.2628 -3.0158 -5.1925
H 1.6796 -4.1203 -3.8856
H 4.6252 -2.2309 -4.6185
H 2.1800 -1.4045 -6.1874
H 3.8626 -1.2257 -6.7630
H 3.2170 -2.7948 -6.3947
C 3.2487 5.8508 6.3146
C 2.2708 4.9090 5.6436
O 1.5697 5.5433 4.5688
C 2.2742 5.6878 3.4424
O 3.4034 5.3172 3.2685
O 1.5014 6.2948 2.5497
C 2.1436 6.5593 1.2953
H 2.7389 6.7595 6.6396
H 3.7010 5.3705 7.1827
H 4.0431 6.1427 5.6297
H 1.5004 4.6038 6.3495
H 2.7659 4.0081 5.2828
H 2.5740 5.6541 0.8741
H 2.9135 7.3191 1.4210
H 1.3796 6.9349 0.6205
C -5.1452 -6.2305 0.7278
C -4.6352 -7.5828 0.2806
O -4.2964 -7.5753 -1.1091
C -3.1415 -6.9336 -1.3556
O -2.4388 -6.4417 -0.5167
O -2.9204 -6.9303 -2.6608
C -1.7617 -6.1548 -3.0354
H -5.9885 -5.9127 0.1116
H -5.4629 -6.2660 1.7706
H -4.3654 -5.4777 0.6347
H -5.4059 -8.3441 0.4002
H -3.7705 -7.8904 0.8687
H -0.8836 -6.4696 -2.4790
H -1.9483 -5.0970 -2.8658
H -1.5941 -6.3236 -4.0943
C -3.8102 7.9240 0.0517
C -3.3972 6.6259 -0.6097
O -3.0323 6.8181 -1.9829
C -1.8302 7.3515 -2.1817
O -1.0450 7.6685 -1.3283
O -1.6434 7.4726 -3.4938
C -0.3995 8.0756 -3.8548
H -4.6065 8.4049 -0.5189
H -4.1669 7.7340 1.0640
H -2.9742 8.6197 0.1064
H -4.2346 5.9318 -0.6301
H -2.5807 6.1436 -0.0738
H 0.4357 7.5530 -3.3954
H -0.3926 9.1259 -3.5653
H -0.3214 7.9973 -4.9350
C -4.7449 -3.6771 6.8231
C -4.2340 -5.0197 6.3428
O -3.9537 -5.0147 4.9420
C -2.8106 -4.4051 4.5936
O -2.0267 -3.9093 5.3597
O -2.7070 -4.4556 3.2780
C -1.5607 -3.7756 2.7286
H -5.6098 -3.3680 6.2344
H -5.0352 -3.7353 7.8729
H -3.9811 -2.9086 6.7186
H -4.9996 -5.7820 6.4813
H -3.3493 -5.3323 6.8979
H -0.6430 -4.1225 3.1944
H -1.6689 -2.7007 2.8567
H -1.5370 -4.0135 1.6696
*
```

These are the Löwdin partial charges, in e, on atoms 1 to 5: -0.100, -0.279, 0.077, -0.881, -0.094


Q: Which of these has the lowest total energy?
A: C29H54MnN3OP2


Q: Among the records above, which one has the highest total energy?
A: C29H55BFNO18


Q: Number 2 is which compound?
A: C29H55BFNO18


Q: Which of these has the lowest total energy?
A: C29H54MnN3OP2